Entry 1:
DFT (ωB97M-V/def2-TZVPD) results for 2 unconnected molecules or ions with the total composition C9H13N3O4S at a distorted geometry.

Last column: Mulliken charge in e.
Geometry (Å):
O1 2.359 -2.440 1.048  -0.5630
N1 2.255 -2.405 -0.194  0.9284
O2 2.547 -3.391 -0.931  -0.6300
C1 1.781 -1.240 -0.855  -0.1845
C2 1.631 -0.015 -0.118  0.4211
S1 1.725 1.307 -1.190  -0.0790
C3 1.898 0.245 -2.612  -0.1211
N2 2.156 0.832 -3.887  0.9227
O3 2.320 0.132 -4.915  -0.5663
O4 2.211 2.088 -3.900  -0.5838
C4 1.910 -1.081 -2.260  -0.5343
H1 2.176 0.171 0.825  0.3490
H2 2.072 -1.876 -2.969  0.5276
C5 1.500 -0.058 2.875  -1.5866
N3 0.495 -0.073 1.785  0.2832
C6 -0.345 -1.282 1.915  -0.5580
C7 -1.789 -0.828 1.754  -0.5854
C8 -1.787 0.717 1.761  -0.5340
C9 -0.329 1.170 1.847  -0.5850
H3 2.051 0.882 2.871  0.4975
H4 0.959 -0.151 3.828  0.6400
H5 2.167 -0.919 2.748  0.2943
H6 -0.014 -2.062 1.214  0.1867
H7 -0.194 -1.643 2.954  0.3974
H8 -2.180 -1.220 0.813  0.2676
H9 -2.387 -1.251 2.564  0.2892
H10 -2.216 1.112 0.847  0.2716
H11 -2.351 1.121 2.599  0.3152
H12 -0.147 1.604 2.850  0.2787
H13 -0.043 1.880 1.076  0.2408

The energy relative to the best compared isomer or geometry (same formula, charge and spin) is 205.4 kcal per mole. The calculation puts the largest force on an atom at 3.4 eV Å⁻¹. The calculation puts the HOMO-LUMO gap at 7.49 eV.


Entry 2:
DFT (ωB97M-V/def2-TZVPD) results for a gas-phase ion, C9H13N4 (charge +1) at a distorted geometry.

Last column: Mulliken charge in e.
Geometry (Å):
H1 1.137 3.103 -0.431  0.2533
N1 0.940 2.159 -0.178  -0.3214
C1 1.738 1.232 -0.239  -0.5849
C2 1.321 -0.182 0.189  0.7435
C3 2.429 -1.183 -0.027  -1.5231
C4 1.214 0.071 1.661  -0.3921
N2 -0.021 0.276 2.081  -0.6380
C5 -0.879 0.192 1.010  0.3178
N3 -2.097 0.628 0.911  -0.0665
C6 -2.750 0.680 -0.326  -0.6987
C7 -1.659 0.959 -1.325  -0.0605
N4 -0.560 0.435 -1.291  -0.4957
C8 -0.211 -0.439 -0.217  1.5750
C9 -0.564 -1.876 -0.521  -1.7293
H2 2.788 1.137 -0.532  0.4732
H3 2.656 -1.153 -1.098  0.4155
H4 2.155 -2.266 0.305  0.3037
H5 3.346 -0.938 0.595  0.4363
H6 2.007 0.071 2.399  0.4695
H7 -2.196 1.420 1.533  0.3547
H8 -3.638 1.250 -0.316  0.4635
H9 -3.127 -0.329 -0.357  0.2338
H10 -1.939 1.674 -2.219  0.3566
H11 -0.292 -2.314 -1.451  0.3952
H12 -1.625 -2.074 -0.509  0.3487
H13 -0.174 -2.532 0.350  0.3699

The energy relative to the best compared isomer or geometry (same formula, charge and spin) is 73.3 kcal per mole. The calculation puts the largest force on an atom at 5.5 eV Å⁻¹. As for the net charge: +1. The calculation puts the HOMO-LUMO gap at 8.92 eV.


Entry 3:
DFT (ωB97M-V/def2-TZVPD) results for 2 unconnected molecules or ions with the total composition C9H13N5 at a distorted geometry.

Last column: Mulliken charge in e.
Geometry (Å):
C1 -1.214 -0.090 0.678  0.6143
N1 -1.566 0.947 0.135  -0.3869
C2 -0.753 2.036 -0.220  -0.9830
C3 0.718 1.792 0.111  -0.7782
C4 1.413 0.631 -0.695  -0.3319
C5 1.701 -0.655 0.062  -0.7484
C6 0.754 -1.890 -0.175  -0.4380
C7 -0.187 -2.134 1.084  -1.0097
N2 -0.946 -0.991 1.384  -0.3657
H1 -1.165 2.922 0.215  0.4112
H2 -0.956 2.330 -1.259  0.3988
H3 0.794 1.513 1.229  0.2643
H4 1.122 2.769 -0.085  0.4219
H5 2.411 1.103 -0.730  0.2641
H6 0.962 0.408 -1.750  0.3221
H7 2.746 -0.980 -0.130  0.4038
H8 1.462 -0.389 1.114  0.3262
H9 0.054 -1.822 -1.043  0.3154
H10 1.404 -2.860 -0.371  0.3534
H11 -0.677 -2.968 0.894  0.5303
H12 0.469 -2.225 2.070  0.3576
N3 -2.501 -2.852 -0.930  -0.4837
C8 -3.189 -1.958 -0.701  0.5264
N4 -4.056 -1.050 -0.276  -0.5769
C9 -4.015 0.017 0.360  0.6573
N5 -4.215 0.796 1.221  -0.3547
H13 -4.288 1.789 1.207  0.2900

The energy relative to the best compared isomer or geometry (same formula, charge and spin) is 85.4 kcal per mole. The calculation puts the largest force on an atom at 6.8 eV Å⁻¹. The calculation puts the HOMO-LUMO gap at 9.88 eV.


Entry 4:
DFT (ωB97M-V/def2-TZVPD) results for 2 unconnected molecules or ions with the total composition C9H13NO at a distorted geometry.

Last column: Mulliken charge in e.
Geometry (Å):
C1 3.148 1.778 -0.807  -0.8041
N1 3.917 0.692 -0.056  -0.2928
C2 3.542 -0.615 -0.190  0.6595
C3 4.197 -1.407 0.875  -0.9163
O1 2.805 -1.126 -0.979  -0.5771
H1 2.508 1.183 -1.548  0.3044
H2 2.489 2.451 -0.287  0.2824
H3 3.745 2.551 -1.374  0.2682
H4 4.226 0.932 1.067  0.2794
H5 4.461 -0.652 1.564  0.2725
H6 5.219 -1.730 0.460  0.2374
H7 3.618 -2.283 1.218  0.2861
C4 -4.696 -0.812 -0.677  -0.1770
C5 -3.508 -1.474 -0.529  -0.4097
C6 -2.471 -0.833 0.308  -0.3452
C7 -2.596 0.473 0.780  -0.3172
C8 -3.852 1.106 0.521  -0.1769
C9 -4.885 0.453 -0.162  -0.3368
H8 -5.485 -1.278 -1.316  0.2833
H9 -3.282 -2.467 -0.959  0.3434
H10 -1.612 -1.415 0.642  0.3404
H11 -1.834 1.163 1.213  0.3060
H12 -3.842 2.228 0.647  0.2473
H13 -5.812 1.079 -0.410  0.2431

The energy relative to the best compared isomer or geometry (same formula, charge and spin) is 56.6 kcal per mole. The calculation puts the largest force on an atom at 5.0 eV Å⁻¹. The calculation puts the HOMO-LUMO gap at 9.72 eV.


Entry 5:
DFT (ωB97M-V/def2-TZVPD) results for C9H13NO in the gas phase.

Last column: Mulliken charge in e.
Geometry (Å):
O1 2.303 -0.781 2.362  -0.5421
C1 2.593 -1.833 1.477  -0.4830
C2 1.412 -2.226 0.582  -0.6561
C3 0.946 -1.101 -0.341  -0.7435
N1 0.242 -0.069 0.399  -0.2049
C4 -0.720 0.712 -0.216  0.5766
C5 -0.714 0.955 -1.590  -0.3065
C6 -1.679 1.765 -2.160  -0.5692
C7 -2.653 2.363 -1.380  -0.5382
C8 -2.656 2.139 -0.012  -0.5134
C9 -1.707 1.321 0.564  -0.4813
H1 2.093 0.005 1.842  0.3531
H2 2.866 -2.683 2.108  0.3440
H3 3.460 -1.579 0.850  0.2834
H4 1.719 -3.079 -0.026  0.3551
H5 0.575 -2.542 1.209  0.3135
H6 1.811 -0.654 -0.850  0.3358
H7 0.291 -1.528 -1.114  0.4494
H8 -0.015 -0.350 1.336  0.2743
H9 0.044 0.512 -2.216  0.3654
H10 -1.669 1.927 -3.229  0.3520
H11 -3.402 2.996 -1.832  0.3686
H12 -3.413 2.597 0.608  0.3586
H13 -1.725 1.133 1.629  0.3083

The energy relative to the best compared isomer or geometry (same formula, charge and spin) is 16.1 kcal per mole. The calculation puts the largest force on an atom at 0.6 eV Å⁻¹. The calculation puts the HOMO-LUMO gap at 8.90 eV.


Entry 6:
DFT (ωB97M-V/def2-TZVPD) results for 2 unconnected molecules or ions with the total composition C9H13NO at a distorted geometry.

Last column: Mulliken charge in e.
Geometry (Å):
C1 0.891 2.807 -1.065  -0.7812
C2 1.912 2.043 -0.178  0.5462
O1 2.175 2.347 0.955  -0.5657
N1 2.630 1.084 -0.878  -0.4341
H1 0.102 3.182 -0.416  0.2713
H2 0.482 2.109 -1.773  0.2546
H3 3.005 0.391 -0.241  0.2477
H4 2.312 0.676 -1.740  0.2637
H5 1.440 3.649 -1.485  0.2743
C3 -2.647 -1.694 2.103  -1.3698
C4 0.489 -1.337 0.106  -0.3919
C5 -0.381 -1.426 1.144  -0.3461
C6 -0.031 -0.982 -1.205  -0.5547
C7 -1.761 -1.488 0.909  0.9681
C8 -1.408 -0.883 -1.423  -0.6547
C9 -2.278 -1.297 -0.403  -0.3503
H6 1.503 -1.681 0.275  0.5381
H7 -0.011 -1.508 2.155  0.4420
H8 0.661 -0.640 -1.931  0.7166
H9 -2.019 -0.701 -2.314  0.3780
H10 -3.675 -1.611 1.797  0.4045
H11 -2.517 -0.840 2.783  0.3701
H12 -3.338 -1.405 -0.596  0.4104
H13 -2.517 -2.659 2.614  0.3630

The energy relative to the best compared isomer or geometry (same formula, charge and spin) is 19.7 kcal per mole. The calculation puts the largest force on an atom at 2.9 eV Å⁻¹. As for the spin multiplicity: 2. As for the net charge: +1. The calculation puts the HOMO-LUMO gap (alpha / beta) at 8.18 / 4.31 eV.


Entry 7:
DFT (ωB97M-V/def2-TZVPD) results for 2 unconnected molecules or ions with the total composition C9H13NO2 at a distorted geometry.

Last column: Mulliken charge in e.
Geometry (Å):
C1 -1.746 2.055 0.000  -1.2495
C2 -0.610 1.447 0.850  -0.0085
C3 0.426 0.754 0.163  -0.1420
C4 1.608 0.378 0.738  -0.5271
C5 1.845 0.677 2.119  0.7615
O1 3.046 0.373 2.738  -0.5486
C6 0.879 1.359 2.780  -0.7226
C7 -0.310 1.717 2.163  -0.2154
H1 -2.710 1.597 0.163  0.2814
H2 -1.462 1.738 -1.013  0.3308
H3 -1.795 3.065 0.377  0.3822
H4 0.379 0.604 -0.920  0.2891
H5 2.282 -0.009 -0.003  0.3229
H6 3.511 -0.259 2.190  0.2882
H7 1.024 1.780 3.757  0.3834
H8 -1.032 2.291 2.744  0.3388
C8 -1.660 -2.375 -1.825  -1.0473
C9 -0.423 -1.590 -2.264  0.8332
N1 0.701 -2.385 -2.239  -0.3812
O2 -0.359 -0.422 -2.611  -0.6622
H9 -1.350 -3.172 -1.188  0.4131
H10 -2.079 -2.713 -2.804  0.2883
H11 -2.328 -1.564 -1.475  0.2279
H12 1.564 -2.040 -2.564  0.2173
H13 0.601 -3.307 -1.877  0.1462

The energy relative to the best compared isomer or geometry (same formula, charge and spin) is 22.3 kcal per mole. The calculation puts the largest force on an atom at 3.3 eV Å⁻¹. The calculation puts the HOMO-LUMO gap at 8.85 eV.


Entry 8:
DFT (ωB97M-V/def2-TZVPD) results for C9H13NO2 in the gas phase at a distorted geometry.

Last column: Mulliken charge in e.
Geometry (Å):
C1 0.052 -1.247 0.446  0.4761
C2 -0.276 -1.157 -0.841  0.2526
C3 0.830 -1.244 2.671  -0.8495
C4 0.276 -1.869 1.660  0.6165
C5 -0.876 0.135 -1.445  -1.0533
C6 -0.268 1.386 -0.738  1.4026
C7 0.027 -3.345 1.660  -1.4802
C8 1.274 1.398 -1.076  -1.4982
C9 -1.106 2.598 -1.155  -1.4157
N1 -0.294 1.146 0.679  0.1169
O1 -0.925 1.872 1.405  -0.4398
O2 -0.186 -2.205 -1.455  -0.6757
H1 0.755 -1.748 3.659  0.2631
H2 0.785 -0.124 2.835  0.2302
H3 -0.658 0.183 -2.622  0.2543
H4 -1.924 0.095 -1.297  0.4818
H5 0.016 -3.772 2.571  0.4846
H6 0.851 -3.773 1.028  0.2937
H7 -0.832 -3.477 1.107  0.3997
H8 1.690 1.383 -0.155  0.3858
H9 1.562 2.410 -1.503  0.3872
H10 1.621 0.594 -1.736  0.3514
H11 -0.738 2.955 -2.193  0.3485
H12 -1.149 3.516 -0.499  0.3540
H13 -2.214 2.379 -1.389  0.3132

The energy relative to the best compared isomer or geometry (same formula, charge and spin) is 193.6 kcal per mole. The calculation puts the largest force on an atom at 4.8 eV Å⁻¹. The calculation puts the HOMO-LUMO gap at 6.79 eV.


Entry 9:
DFT (ωB97M-V/def2-TZVPD) results for a molecular structure, C9H13NO2 at a distorted geometry.

Last column: Mulliken charge in e.
Geometry (Å):
C1 -3.087 -0.956 -0.689  -0.5620
C2 -1.099 0.417 -0.123  0.7096
C3 -1.300 1.786 0.310  -0.3083
C4 -0.146 2.737 0.426  -0.9654
C5 0.978 1.946 0.105  -0.5076
C6 1.117 0.711 -0.187  0.3893
C7 2.491 0.205 -0.661  -0.4263
C8 0.182 -0.240 -0.081  0.2033
C9 0.262 -2.295 1.013  -0.6569
H1 -2.794 -2.289 -0.902  0.1753
H2 -4.228 -1.010 -0.349  0.2624
H3 -3.042 -0.382 -1.861  0.2348
H4 -2.478 2.208 0.267  0.1825
H5 -0.363 3.753 0.379  0.4015
H6 1.864 2.417 -0.005  0.3648
H7 2.525 0.067 -1.833  0.2375
H8 3.093 1.139 -0.381  0.2969
H9 2.336 -1.995 -0.272  0.3881
H10 2.720 -0.967 1.066  0.2757
H11 -0.749 -1.590 1.657  0.2844
H12 -0.048 -3.368 0.704  0.2561
H13 1.368 -2.262 1.684  0.2553
N1 2.838 -0.969 -0.043  -0.6980
O1 -2.306 -0.234 0.348  -0.3052
O2 0.250 -1.616 -0.413  -0.4879

The energy relative to the best compared isomer or geometry (same formula, charge and spin) is 230.2 kcal per mole. The calculation puts the largest force on an atom at 7.7 eV Å⁻¹. The calculation puts the HOMO-LUMO gap at 8.88 eV.


Entry 10:
DFT (ωB97M-V/def2-TZVPD) results for 2 unconnected molecules or ions with the total composition C9H13NO2 at a distorted geometry.

Last column: Mulliken charge in e.
Geometry (Å):
C1 -1.605 1.709 0.270  -1.0738
C2 -0.283 1.347 0.905  0.1902
C3 0.719 0.722 0.177  -0.4141
C4 1.952 0.420 0.756  -0.5176
C5 2.191 0.754 2.072  1.0421
O1 3.397 0.513 2.679  -0.5418
C6 1.208 1.383 2.816  -0.6894
C7 -0.016 1.664 2.238  -0.3575
H1 -2.270 2.075 1.049  0.3612
H2 -2.028 0.815 -0.193  0.1212
H3 -1.519 2.449 -0.525  0.2808
H4 0.501 0.441 -0.847  0.3471
H5 2.735 -0.059 0.179  0.2546
H6 3.983 0.087 2.075  0.2642
H7 1.394 1.660 3.841  0.3944
H8 -0.765 2.155 2.843  0.2872
C8 -2.080 -2.329 -1.924  -1.0033
C9 -0.955 -1.441 -2.420  0.7687
N1 0.242 -2.028 -2.584  -0.3649
O2 -1.128 -0.252 -2.650  -0.6191
H9 -1.677 -3.248 -1.499  0.3599
H10 -2.706 -2.583 -2.778  0.2705
H11 -2.653 -1.807 -1.165  0.2319
H12 0.981 -1.449 -2.914  0.2344
H13 0.383 -2.999 -2.402  0.1733

The energy relative to the best compared isomer or geometry (same formula, charge and spin) is 1.3 kcal per mole. The calculation puts the largest force on an atom at 1.2 eV Å⁻¹. The calculation puts the HOMO-LUMO gap at 8.88 eV.


Entry 11:
DFT (ωB97M-V/def2-TZVPD) results for a molecular structure, C9H13NO2Pr at a distorted geometry.

Last column: Mulliken charge in e.
Geometry (Å):
C1 -1.396 -1.955 -1.608  -0.4600
C2 -1.269 -2.419 -0.258  -0.4659
C3 0.118 -2.661 0.000  -0.5194
C4 0.851 -2.345 -1.189  -0.5964
C5 -0.083 -1.909 -2.184  -0.5684
Pr1 -0.139 0.208 -0.293  0.7202
N1 -1.151 1.647 -1.483  -0.4526
C6 -2.130 1.623 -0.255  -0.3442
C7 -2.093 0.633 0.884  -0.8691
H1 0.530 -3.104 0.906  0.4074
H2 -2.093 -2.633 0.422  0.4122
H3 1.918 -2.501 -1.339  0.4203
H4 0.148 -1.666 -3.220  0.4106
H5 -2.332 -1.760 -2.132  0.4034
H6 -2.963 -0.029 0.888  0.1907
H7 -2.048 2.634 0.202  0.2642
H8 -1.415 2.359 -2.182  0.1172
H9 -1.975 1.124 1.860  0.2530
H10 -3.130 1.503 -0.724  0.2985
C8 3.558 1.996 1.477  -0.7479
O1 2.384 1.408 0.860  -0.1651
C9 1.519 0.785 1.686  0.1014
O2 1.710 0.660 2.877  -0.5675
H11 3.242 2.767 2.180  0.2847
H12 4.109 2.419 0.644  0.1915
H13 4.132 1.216 1.979  0.2812

The energy relative to the best compared isomer or geometry (same formula, charge and spin) is 0.0 kcal per mole. The calculation puts the largest force on an atom at 4.2 eV Å⁻¹. As for the spin multiplicity: 3. As for the net charge: -1. The calculation puts the HOMO-LUMO gap (alpha / beta) at 6.73 / 6.72 eV.


Entry 12:
DFT (ωB97M-V/def2-TZVPD) results for a molecular structure, C9H13NO2Sn at a distorted geometry.

Last column: Mulliken charge in e.
Geometry (Å):
C1 -0.366 1.358 -2.747  -0.7779
C2 0.983 1.684 -2.555  -0.3776
C3 1.199 2.161 -1.280  -0.6862
C4 -0.034 2.064 -0.556  -0.4906
C5 -1.081 1.624 -1.543  -0.2312
Sn1 -0.760 -0.360 -0.343  0.6139
N1 -2.653 -1.210 -0.024  -0.5133
C6 0.061 -2.240 -0.771  -0.5622
C7 1.386 -1.981 -0.805  -0.4647
H1 2.115 2.548 -0.837  0.4301
H2 1.759 1.642 -3.350  0.3979
H3 -0.294 2.727 0.312  0.5292
H4 -2.132 1.785 -1.407  0.5659
H5 -0.862 1.101 -3.689  0.4137
H6 1.852 -1.752 -1.861  0.2324
H7 -0.341 -2.927 0.066  0.3209
H8 -2.341 -1.250 -1.142  0.1175
H9 1.965 -2.192 0.154  0.2593
H10 -0.582 -2.608 -1.639  0.4249
C8 0.132 -0.757 4.057  -0.6796
O1 0.169 -0.770 2.566  -0.2753
C9 -0.225 0.303 1.896  0.4667
O2 -0.366 1.443 2.232  -0.5313
H11 -0.312 0.141 4.525  0.3142
H12 1.172 -0.906 4.382  0.2470
H13 -0.443 -1.630 4.359  0.2561

The calculation puts the largest force on an atom at 6.5 eV Å⁻¹. The calculation puts the HOMO-LUMO gap (alpha / beta) at 5.85 / 5.83 eV.